1.
{
  "formula": "C14H8Cl2F6N4O6ReS2",
  "method": "the ωB97M-V functional and the def2-TZVPD basis",
  "s2": 1.010,
  "e_homo_ev": [-7.99, -7.88],
  "gap_ev": [6.543, 7.026],
  "lumo_ev": [-1.447, -0.854],
  "multiplicity": 2,
  "symbols": ["Re", "O", "N", "N", "O", "C", "C", "C", "C", "C", "C", "H", "H", "H", "H", "H", "F", "C", "F", "F", "S", "O", "O", "N", "S", "O", "O", "C", "F", "F", "F", "Cl", "C", "C", "C", "C", "C", "Cl", "C", "N", "H", "H", "H"],
  "coordinates": [[0.641, -1.035, -0.867], [0.309, -2.254, 0.804], [-0.478, -1.880, 1.743], [-1.222, -0.872, 1.537], [-1.280, -0.239, 0.408], [-2.007, -0.405, 2.607], [-2.827, 0.698, 2.399], [-3.584, 1.188, 3.444], [-3.529, 0.576, 4.686], [-2.710, -0.526, 4.887], [-1.940, -1.023, 3.853], [-2.839, 1.151, 1.422], [-4.218, 2.046, 3.291], [-4.116, 0.966, 5.502], [-2.673, -0.994, 5.859], [-1.288, -1.869, 3.989], [-3.387, -0.584, -3.102], [-2.529, -1.301, -3.825], [-2.271, -0.634, -4.944], [-3.110, -2.454, -4.136], [-0.919, -1.575, -2.911], [-1.220, -2.234, -1.681], [-0.327, -0.262, -2.797], [-0.166, -2.464, -3.963], [1.303, -2.794, -3.522], [1.805, -4.022, -4.003], [1.503, -2.503, -2.112], [2.327, -1.433, -4.331], [2.257, -0.348, -3.552], [1.860, -1.115, -5.534], [3.605, -1.774, -4.448], [3.953, 0.330, -1.013], [3.359, 1.591, -0.021], [4.076, 2.728, 0.265], [3.523, 3.710, 1.082], [2.255, 3.544, 1.624], [1.535, 2.404, 1.350], [-0.015, 2.157, 2.022], [2.032, 1.391, 0.479], [1.341, 0.350, 0.106], [5.061, 2.858, -0.152], [4.083, 4.604, 1.300], [1.826, 4.303, 2.257]],
  "forces_ev_per_a": [[-0.993, 2.712, 5.859], [0.944, 0.192, -1.967], [-0.654, 0.461, 1.097], [1.104, -0.616, -1.436], [0.292, -0.577, -0.503], [-0.828, 0.379, 1.182], [0.235, -0.281, -0.279], [-0.012, -0.095, 0.157], [0.013, 0.034, 0.038], [-0.058, 0.059, -0.027], [-0.005, 0.049, -0.176], [-0.046, 0.064, -0.088], [-0.062, 0.102, -0.039], [-0.090, 0.032, 0.106], [0.044, -0.057, 0.043], [0.021, -0.061, 0.080], [0.569, -0.172, 0.244], [-0.581, 0.119, -0.439], [0.240, -0.067, 0.119], [0.398, 0.005, 0.247], [-1.989, -0.372, -3.766], [-0.043, -0.366, 1.418], [0.351, 1.120, 0.648], [-0.152, -0.177, 0.255], [0.886, 0.361, -1.870], [-0.104, -0.261, -0.083], [0.742, -0.411, 1.368], [0.112, 0.389, -0.076], [0.031, -0.137, -0.187], [-0.105, -0.272, 0.139], [-0.262, -0.295, 0.157], [0.602, 0.041, -0.254], [-0.983, -0.039, 0.383], [0.246, 0.097, 0.017], [-0.192, -0.287, -0.091], [0.203, 0.099, 0.011], [0.178, -0.680, -0.580], [-0.276, 0.195, 0.273], [1.970, 1.968, 0.260], [-1.899, -3.387, -2.308], [0.126, -0.018, -0.040], [0.088, 0.106, 0.011], [-0.059, 0.044, 0.100]]
}


2.
{
  "formula": "H14O7",
  "method": "the ωB97M-V functional and the def2-TZVPD basis",
  "smiles": "O.O.O.O.O.O.O",
  "e_homo_ev": -11.03,
  "gap_ev": 11.357,
  "lumo_ev": 0.327,
  "symbols": ["O", "H", "H", "O", "H", "H", "O", "H", "H", "O", "H", "H", "O", "H", "H", "O", "H", "H", "O", "H", "H"],
  "coordinates": [[-4.010, -0.747, 0.627], [-4.161, -1.676, 0.828], [-4.187, -0.585, -0.287], [-2.434, 1.041, -0.404], [-1.602, 1.412, -0.527], [-2.623, 1.224, 0.535], [-1.030, -1.463, -0.081], [-1.507, -2.220, 0.252], [-1.709, -0.864, -0.234], [4.020, -0.962, 0.192], [4.846, -0.801, -0.222], [3.464, -0.860, -0.563], [1.901, 0.935, 1.561], [1.262, 0.337, 1.934], [2.441, 0.259, 0.995], [0.234, 2.097, -0.631], [0.843, 1.731, -1.252], [0.706, 1.792, 0.189], [1.360, -0.608, -1.166], [1.161, -1.233, -1.918], [0.732, -0.858, -0.516]],
  "forces_ev_per_a": [[0.176, -0.404, 1.388], [-0.251, 0.140, -0.272], [-0.165, 0.008, -0.921], [-2.527, -0.939, 1.067], [2.897, 1.394, -0.732], [-0.120, -0.274, -0.620], [2.018, -2.070, 0.471], [0.162, -0.470, 0.227], [-2.145, 2.634, -0.543], [-0.382, -0.162, 0.847], [1.658, 0.248, -0.030], [-1.543, -0.071, -0.854], [1.488, -1.697, -1.927], [-0.625, -0.234, 0.581], [-0.833, 1.915, 1.379], [0.132, -0.035, 1.762], [0.432, -0.477, -1.245], [-0.586, 0.512, -0.380], [1.301, -0.633, -2.520], [0.302, 1.075, 1.235], [-1.388, -0.462, 1.087]]
}


3.
{
  "formula": "C6H6O2",
  "method": "the ωB97M-V functional and the def2-TZVPD basis",
  "e_homo_ev": -8.83,
  "gap_ev": 9.684,
  "lumo_ev": 0.851,
  "symbols": ["C", "C", "C", "C", "C", "C", "H", "H", "H", "H", "H", "H", "O", "O"],
  "coordinates": [[0.269, -0.361, 2.255], [0.796, -0.893, 0.923], [0.211, -0.163, -0.258], [0.806, 0.349, -1.399], [-0.285, 0.748, -2.184], [-1.460, 0.418, -1.471], [-0.750, -0.816, 2.487], [0.036, 1.002, 2.360], [0.977, -0.665, 3.102], [1.753, 0.554, -1.434], [-0.051, 1.300, -3.230], [-2.639, 0.522, -1.652], [1.477, -1.854, 0.848], [-1.140, -0.141, -0.348]],
  "forces_ev_per_a": [[-0.676, 2.753, 2.177], [-2.689, 2.401, 0.698], [1.531, -0.828, -0.724], [-6.307, -1.474, 2.717], [-0.814, 1.608, -2.689], [-1.788, 1.697, -3.765], [1.250, 0.537, -0.444], [0.945, -4.460, -0.655], [-1.018, 0.510, -1.204], [5.292, 0.845, -0.834], [-1.397, -1.429, 2.688], [3.231, -0.180, 0.188], [1.537, -1.264, -0.300], [0.903, -0.716, 2.146]]
}


4.
{
  "formula": "CHNOS",
  "method": "the ωB97M-V functional and the def2-TZVPD basis",
  "smiles": "O=C1NS1",
  "e_homo_ev": -9.68,
  "gap_ev": 9.362,
  "lumo_ev": -0.320,
  "symbols": ["O", "C", "N", "S", "H"],
  "coordinates": [[0.712, -1.426, 0.338], [0.510, -0.367, -0.032], [-0.515, 0.287, 0.321], [0.751, 1.256, -0.581], [-1.458, 0.250, -0.046]],
  "forces_ev_per_a": [[3.954, -6.227, 0.016], [-0.064, 0.261, 0.076], [-4.412, 5.634, 0.879], [0.325, 0.574, -0.583], [0.197, -0.241, -0.388]]
}


5.
{
  "formula": "C3H5N3",
  "method": "the ωB97M-V functional and the def2-TZVPD basis",
  "e_homo_ev": [-8.24, -8.24],
  "gap_ev": [7.480, 7.493],
  "lumo_ev": [-0.761, -0.750],
  "symbols": ["N", "C", "N", "N", "C", "C", "H", "H", "H", "H", "H"],
  "coordinates": [[-2.069, -0.242, 0.374], [-0.723, -0.433, 0.067], [-0.100, -1.559, -0.019], [1.865, -0.755, -0.227], [1.449, 0.484, -0.088], [0.099, 0.733, -0.143], [-2.422, 0.690, 0.189], [-2.738, -0.971, 0.172], [2.820, -0.890, 0.160], [2.135, 1.307, 0.130], [-0.315, 1.610, -0.612]],
  "forces_ev_per_a": [[0.254, -0.275, -0.426], [0.628, -0.139, -0.211], [0.745, 0.430, 0.531], [-0.910, 0.121, 0.145], [-0.404, 0.129, -0.188], [0.124, 0.464, 0.012], [0.263, -0.249, -0.021], [0.278, -0.078, 0.000], [-0.918, -0.605, 0.059], [0.076, -0.177, -0.317], [-0.135, 0.379, 0.415]]
}


6.
{
  "formula": "C32H33N2O2PtS2SbSi",
  "method": "the ωB97M-V functional and the def2-TZVPD basis",
  "total_charge": -2,
  "e_homo_ev": -0.37,
  "gap_ev": 4.621,
  "lumo_ev": 4.250,
  "symbols": ["Pt", "S", "C", "C", "C", "C", "C", "C", "S", "H", "H", "H", "H", "C", "N", "C", "C", "C", "O", "N", "C", "O", "H", "H", "H", "H", "H", "C", "C", "C", "C", "C", "C", "Sb", "C", "C", "C", "C", "C", "C", "C", "C", "C", "C", "C", "C", "H", "H", "H", "H", "H", "H", "H", "H", "H", "H", "H", "H", "H", "H", "H", "C", "Si", "C", "C", "H", "H", "H", "H", "H", "H", "H", "H", "H"],
  "coordinates": [[-0.173, 2.075, -0.598], [2.093, 1.942, -0.652], [2.657, 3.397, -1.464], [4.012, 3.714, -1.333], [4.580, 4.789, -2.003], [3.773, 5.571, -2.823], [2.425, 5.273, -2.951], [1.816, 4.202, -2.276], [0.086, 3.960, -2.439], [4.618, 3.092, -0.683], [5.634, 5.015, -1.880], [4.190, 6.419, -3.357], [1.796, 5.888, -3.585], [-4.809, -0.777, -0.826], [-4.254, 0.548, -0.651], [-5.050, 1.628, -0.410], [-4.520, 2.840, -0.237], [-3.069, 3.016, -0.273], [-2.570, 4.110, -0.072], [-2.298, 1.886, -0.532], [-2.849, 0.673, -0.703], [-2.243, -0.380, -0.929], [-5.894, -0.697, -0.883], [-4.539, -1.430, 0.006], [-4.434, -1.224, -1.747], [-6.114, 1.428, -0.381], [-5.124, 3.715, -0.051], [4.767, -3.424, 0.120], [4.672, -2.208, -0.541], [3.423, -1.654, -0.804], [2.251, -2.301, -0.410], [2.366, -3.517, 0.262], [3.609, -4.079, 0.523], [0.347, -1.314, -0.882], [-0.310, -1.715, 1.150], [0.579, -1.449, 2.186], [0.215, -1.615, 3.517], [-1.052, -2.076, 3.837], [-1.948, -2.363, 2.816], [-1.582, -2.176, 1.490], [-0.497, -3.176, -1.690], [-1.882, -3.342, -1.786], [-2.434, -4.460, -2.401], [-1.613, -5.432, -2.956], [-0.236, -5.268, -2.898], [0.311, -4.153, -2.275], [5.738, -3.859, 0.329], [5.572, -1.683, -0.844], [3.354, -0.690, -1.299], [1.468, -4.031, 0.592], [3.678, -5.026, 1.048], [1.577, -1.102, 1.953], [0.920, -1.370, 4.303], [-1.344, -2.200, 4.874], [-2.945, -2.719, 3.053], [-2.303, -2.378, 0.710], [-2.530, -2.568, -1.399], [-3.512, -4.569, -2.456], [-2.043, -6.303, -3.438], [0.416, -6.014, -3.340], [1.390, -4.050, -2.236], [-0.085, 4.228, 2.032], [-0.034, 2.357, 1.684], [-1.492, 1.600, 2.668], [1.523, 1.874, 2.689], [-0.107, 4.431, 3.110], [-0.952, 4.684, 1.558], [0.815, 4.691, 1.616], [-1.247, 1.480, 3.728], [-1.762, 0.617, 2.271], [-2.369, 2.253, 2.601], [1.310, 1.856, 3.764], [2.294, 2.625, 2.503], [1.945, 0.913, 2.400]],
  "forces_ev_per_a": [[0.321, 0.671, 0.286], [-0.092, 0.148, 0.209], [-0.059, 0.039, -0.245], [-0.042, 0.081, -0.089], [0.008, -0.016, 0.022], [-0.057, -0.015, -0.004], [0.072, 0.025, -0.021], [-0.103, -0.070, 0.071], [0.199, -0.558, 0.179], [0.007, -0.002, 0.000], [-0.003, -0.004, 0.003], [0.000, -0.003, -0.001], [-0.005, -0.002, -0.001], [0.018, 0.011, -0.029], [0.054, -0.031, 0.045], [-0.007, 0.015, -0.043], [-0.127, 0.055, 0.030], [0.093, -0.110, -0.017], [-0.031, 0.043, 0.031], [0.115, 0.138, 0.047], [-0.345, 0.031, -0.105], [0.126, -0.084, -0.006], [-0.006, 0.027, 0.028], [0.010, -0.026, -0.019], [-0.011, -0.017, 0.018], [-0.012, 0.025, 0.005], [-0.021, -0.024, 0.005], [0.009, 0.037, -0.019], [0.035, -0.041, 0.023], [-0.082, -0.026, 0.018], [0.049, 0.084, -0.092], [0.044, -0.022, 0.019], [-0.024, -0.032, 0.017], [-0.028, 0.021, 0.062], [-0.072, -0.001, -0.048], [0.032, -0.010, 0.004], [0.013, 0.005, 0.001], [-0.034, -0.013, -0.014], [-0.018, -0.006, 0.022], [0.081, 0.048, -0.052], [-0.023, -0.018, -0.021], [0.039, -0.050, -0.070], [-0.014, 0.001, 0.006], [0.007, 0.002, 0.004], [0.003, -0.030, -0.015], [-0.025, -0.005, 0.058], [0.003, 0.004, -0.001], [-0.008, 0.009, -0.006], [0.030, 0.007, -0.001], [0.006, -0.010, 0.006], [-0.012, 0.000, -0.001], [0.019, 0.011, 0.025], [0.016, 0.007, -0.018], [-0.002, -0.001, -0.001], [0.004, 0.001, 0.000], [-0.038, -0.011, -0.011], [-0.035, 0.001, -0.001], [0.000, 0.012, 0.007], [0.001, -0.001, -0.002], [0.009, 0.010, 0.004], [-0.008, -0.010, -0.012], [0.017, -0.098, -0.084], [-0.020, -0.208, 0.171], [-0.018, 0.063, -0.101], [0.039, -0.041, -0.248], [0.005, -0.062, 0.030], [-0.024, 0.037, -0.031], [-0.030, -0.003, -0.023], [0.039, 0.030, 0.003], [-0.012, 0.007, 0.031], [-0.033, -0.036, -0.069], [-0.092, 0.011, 0.005], [0.018, -0.014, -0.007], [0.033, -0.005, 0.033]]
}


7.
{
  "formula": "C3H5NO",
  "method": "the ωB97M-V functional and the def2-TZVPD basis",
  "smiles": "CC#N.C=O",
  "e_homo_ev": -9.42,
  "gap_ev": 9.975,
  "lumo_ev": 0.551,
  "symbols": ["C", "C", "N", "H", "H", "H", "C", "O", "H", "H"],
  "coordinates": [[1.204, 1.660, 0.034], [0.916, 0.304, -0.136], [0.692, -0.799, -0.186], [2.234, 2.062, -0.150], [1.021, 1.738, 1.206], [0.497, 2.276, -0.583], [-1.660, -1.820, -0.039], [-2.004, -2.162, -1.146], [-0.754, -2.256, 0.406], [-2.145, -1.004, 0.593]],
  "forces_ev_per_a": [[-0.158, 3.013, 2.313], [0.977, 0.547, -0.637], [-0.046, -2.392, -0.302], [-0.811, -1.007, -0.017], [0.193, 0.718, -2.394], [0.503, -0.392, 0.944], [0.135, -0.201, -0.238], [-0.340, 0.563, 0.860], [-0.508, -0.239, 0.257], [0.055, -0.611, -0.786]]
}


8.
{
  "formula": "C2H2BeFO2",
  "method": "the ωB97M-V functional and the def2-TZVPD basis",
  "s2": 0.751,
  "e_homo_ev": [-7.59, -10.19],
  "gap_ev": [7.978, 9.735],
  "lumo_ev": [0.388, -0.450],
  "multiplicity": 2,
  "symbols": ["F", "C", "C", "H", "O", "O", "H", "Be"],
  "coordinates": [[-1.619, 1.448, 0.180], [-0.837, 0.419, 0.341], [-0.879, -0.839, 0.116], [-1.534, -1.633, 0.447], [0.692, 1.095, -0.198], [1.420, -0.023, -0.777], [0.441, -0.985, -0.508], [2.316, 0.518, 0.399]],
  "forces_ev_per_a": [[0.251, 0.360, 1.145], [1.274, 0.656, -2.610], [2.695, -1.226, -0.110], [-0.138, 0.333, -0.406], [-0.837, -1.000, 0.585], [0.518, 0.391, 0.677], [-2.308, 0.518, 1.600], [-1.455, -0.032, -0.880]]
}